1.
Molecular formula: C3H5ClS
Method: DFT, ωB97M-V/def2-TZVPD

The SMILES is S=CCCCl. The value obtained for the LUMO energy is -1.01 eV. The energy relative to the best compared isomer or geometry (same formula, charge and spin) comes out at 2.413 eV. The value obtained for the gap between HOMO and LUMO is 8.12 eV. The HOMO energy is -9.13 eV. The maximum force is 8.734 eV/Å. Its net charge is 0.

XYZ file:
```
10
C3H5ClS, DFT ωB97M-V/def2-TZVPD
S 0.69098 0.71949 -2.96344
C 0.15132 -0.07166 -1.49720
C 0.37706 0.33997 0.08793
C -0.54091 -0.36745 1.05854
Cl -0.76364 0.49458 2.59936
H -0.07218 -1.00945 -1.55290
H 1.34387 0.20822 0.44943
H 0.65943 1.35515 0.24266
H -0.17218 -1.42796 1.05570
H -1.67374 -0.24089 0.51992
```

List of Mulliken charges in e, atom by atom:
1. S -0.159
2. C -0.387
3. C -0.683
4. C -0.325
5. Cl -0.182
6. H 0.373
7. H 0.402
8. H 0.432
9. H 0.308
10. H 0.220


2.
Molecular formula: C24H54I2N2O11P2Si
Method: DFT, ωB97M-V/def2-TZVPD

The SMILES is C/C(I)=C(\I)[Si@@](CCCN)(CCC(=O)O)C[C@H](O)CN.CCOP(=O)(OCC)OCC.CCOP(=O)(OCC)OCC. The value obtained for the LUMO energy is -0.13 eV. The energy relative to the best compared isomer or geometry (same formula, charge and spin) comes out at 0.000 eV. The value obtained for the gap between HOMO and LUMO is 8.66 eV. The HOMO energy is -8.79 eV. The maximum force is 7.601 eV/Å. Its net charge is 0.

XYZ file:
```
96
C24H54I2N2O11P2Si, DFT ωB97M-V/def2-TZVPD
C -7.05279 1.52435 2.56407
C -6.20449 0.40887 2.01454
I -5.91678 -1.14931 3.41445
C -5.64941 0.35889 0.80610
I -6.05027 2.05322 -0.42258
Si -4.52058 -1.03807 0.12176
C -5.32493 -2.73267 0.24632
C -4.59331 -3.80977 -0.60095
C -5.49278 -5.00852 -0.84640
N -6.05452 -5.49503 0.44034
C -4.36246 -0.66764 -1.72793
C -5.74238 -0.75764 -2.44682
C -6.02979 -2.09326 -3.05356
O -7.09298 -2.64074 -2.91845
O -5.06210 -2.65769 -3.80647
C -2.90058 -0.85849 1.06738
C -1.73584 -1.76526 0.61993
O -1.84173 -2.24044 -0.72088
C -1.49169 -2.92115 1.59378
N -1.00350 -2.45750 2.89267
H -8.07301 1.45390 2.18669
H -6.60976 2.49796 2.37519
H -7.13387 1.42107 3.64453
H -5.38011 -3.12266 1.25656
H -6.32852 -2.63769 -0.18712
H -3.73691 -4.13553 -0.00907
H -4.19898 -3.39461 -1.52478
H -4.92679 -5.81189 -1.31749
H -6.32088 -4.74302 -1.51093
H -6.91264 -4.98445 0.60294
H -6.29462 -6.46902 0.31043
H -3.97462 0.34777 -1.80514
H -3.70154 -1.36867 -2.22865
H -6.56891 -0.53538 -1.77782
H -5.75849 0.02023 -3.21196
H -5.52736 -3.25891 -4.40461
H -3.12041 -1.12241 2.10482
H -2.59325 0.18867 1.10047
H -0.82634 -1.15420 0.67737
H -1.37787 -1.61807 -1.28493
H -0.69522 -3.51830 1.14891
H -2.40487 -3.50159 1.72157
H -1.77196 -2.26516 3.52311
H -0.50961 -1.57854 2.78246
C 4.51804 2.09437 1.89127
C 4.77201 0.60273 1.76244
O 4.56430 -0.10154 2.99244
P 3.05044 -0.20847 3.59294
O 2.45052 -1.29149 2.75389
O 3.25906 -1.15445 4.92616
C 2.69864 -2.46127 5.04593
C 3.62032 -3.52491 4.48436
O 3.07772 1.10580 4.51207
C 3.75098 1.21128 5.78376
C 5.21807 0.85525 5.80401
H 3.46822 2.30526 2.10786
H 4.77731 2.60295 0.96147
H 5.11019 2.51730 2.70258
H 4.12872 0.17354 0.98888
H 5.80749 0.42671 1.47209
H 1.71501 -2.50699 4.58211
H 2.53699 -2.63792 6.11173
H 4.02047 -3.24335 3.51091
H 3.09871 -4.47660 4.37799
H 4.47932 -3.67329 5.14257
H 3.20538 0.63427 6.52673
H 3.64173 2.25852 6.06858
H 5.39709 -0.18723 5.55473
H 5.60810 1.02249 6.80942
H 5.78462 1.46662 5.10138
C 1.46060 5.62450 -4.71493
C 1.46235 4.52393 -3.67022
O 2.53810 3.58728 -3.83655
P 4.05451 4.08351 -3.58130
O 4.20342 4.37136 -2.14621
O 4.90200 2.71556 -3.78925
C 5.60240 2.10299 -2.70964
C 4.72008 1.14282 -1.94103
O 4.43170 4.71024 -4.98660
C 4.73818 3.92929 -6.15993
C 3.70778 2.90701 -6.57811
H 2.33495 6.27009 -4.62023
H 0.57027 6.24348 -4.60155
H 1.47222 5.20351 -5.72029
H 1.51207 4.94982 -2.66468
H 0.54421 3.94249 -3.73864
H 6.03214 2.85730 -2.05246
H 6.44906 1.56573 -3.14073
H 3.73719 1.56025 -1.72049
H 5.18586 0.85484 -0.99885
H 4.53885 0.23800 -2.52487
H 5.71296 3.46214 -6.03304
H 4.85155 4.66033 -6.96033
H 3.56644 2.12880 -5.83205
H 4.04235 2.42180 -7.49607
H 2.73876 3.37172 -6.76011
```

List of Mulliken charges in e, atom by atom:
1. C -1.542
2. C 0.361
3. I -0.013
4. C -0.047
5. I -0.024
6. Si -0.617
7. C -0.832
8. C -0.290
9. C -0.884
10. N -0.633
11. C -1.126
12. C -0.118
13. C 0.027
14. O -0.575
15. O -0.433
16. C -0.309
17. C -0.072
18. O -0.516
19. C -1.043
20. N -0.455
21. H 0.335
22. H 0.457
23. H 0.433
24. H 0.746
25. H 0.597
26. H 0.292
27. H 0.232
28. H 0.524
29. H 0.291
30. H 0.216
31. H 0.236
32. H 0.592
33. H 0.639
34. H 0.223
35. H 0.413
36. H 0.367
37. H 0.163
38. H 0.501
39. H 0.441
40. H 0.354
41. H 0.311
42. H 0.292
43. H 0.295
44. H 0.190
45. C -0.870
46. C -0.493
47. O -0.352
48. P 1.265
49. O -0.834
50. O -0.359
51. C -0.120
52. C -1.127
53. O -0.421
54. C -0.234
55. C -0.929
56. H 0.311
57. H 0.325
58. H 0.215
59. H 0.372
60. H 0.322
61. H 0.151
62. H 0.334
63. H 0.277
64. H 0.367
65. H 0.317
66. H 0.263
67. H 0.363
68. H 0.237
69. H 0.399
70. H 0.221
71. C -0.961
72. C -0.343
73. O -0.210
74. P 0.841
75. O -0.772
76. O -0.260
77. C -0.508
78. C -0.847
79. O -0.298
80. C -0.208
81. C -0.911
82. H 0.282
83. H 0.406
84. H 0.180
85. H 0.309
86. H 0.312
87. H 0.347
88. H 0.348
89. H 0.325
90. H 0.162
91. H 0.359
92. H 0.258
93. H 0.351
94. H 0.254
95. H 0.393
96. H 0.195


3.
Molecular formula: C2H10N2O3
Method: DFT, ωB97M-V/def2-TZVPD

The SMILES is CNC(N)=O.O.O. The value obtained for the LUMO energy is 0.59 eV. The energy relative to the best compared isomer or geometry (same formula, charge and spin) comes out at 0.511 eV. The value obtained for the gap between HOMO and LUMO is 10.61 eV. The HOMO energy is -10.02 eV. The maximum force is 2.236 eV/Å. Its net charge is 0.

XYZ file:
```
17
C2H10N2O3, DFT ωB97M-V/def2-TZVPD
C 0.23159 0.62307 -1.44969
N -0.70140 -0.23111 -0.75859
C -0.38661 -1.40872 -0.16406
N -1.46781 -2.00483 0.46160
O 0.68393 -2.00950 -0.13175
H -0.07295 1.66284 -1.47555
H 0.45335 0.26467 -2.45785
H 1.21861 0.68250 -1.01196
H -1.57002 0.19530 -0.53139
H -2.39108 -1.60803 0.42119
H -1.32193 -2.91127 0.85878
O 2.08914 0.37697 1.16174
H 1.56769 -0.20828 0.61516
H 2.95853 0.58267 0.82466
O -0.72418 2.04074 1.46417
H 0.19439 1.79999 1.65990
H -0.76125 2.15300 0.51366
```

List of Mulliken charges in e, atom by atom:
1. C -0.817
2. N -0.177
3. C 0.684
4. N -0.412
5. O -0.656
6. H 0.342
7. H 0.294
8. H 0.233
9. H 0.246
10. H 0.154
11. H 0.222
12. O -0.635
13. H 0.287
14. H 0.271
15. O -0.638
16. H 0.326
17. H 0.279


4.
Molecular formula: C7H16O3
Method: DFT, ωB97M-V/def2-TZVPD

The value obtained for the LUMO energy is 0.71 eV. The energy relative to the best compared isomer or geometry (same formula, charge and spin) comes out at 5.053 eV. The value obtained for the gap between HOMO and LUMO is 6.83 eV. The HOMO energy is -6.12 eV. The maximum force is 3.307 eV/Å. Its net charge is 0.

XYZ file:
```
26
C7H16O3, DFT ωB97M-V/def2-TZVPD
C 0.81322 0.55347 -0.76313
C -0.22058 -0.37604 -0.59828
C 0.55558 0.57539 1.61714
C -0.12100 -0.24346 -2.74669
C 0.08335 -1.82829 -0.35579
C -1.64443 0.07103 -0.40259
C 0.04320 -0.31397 2.71056
O 2.06931 0.14236 -1.00920
O 0.63401 1.87423 -0.85806
O -0.19621 1.82334 1.55626
H 0.16074 2.15574 -0.01542
H 2.58894 0.93618 -1.19927
H -0.05067 2.36518 2.34800
H 1.61684 0.80979 1.75098
H 0.74169 -0.81847 -3.06824
H -1.06345 -0.75054 -2.93186
H -0.13550 0.77203 -3.13342
H -0.40073 -2.44722 -1.11560
H 1.15153 -2.03415 -0.37196
H -0.31859 -2.12600 0.61353
H -2.31577 -0.64566 -0.87977
H -1.89236 0.11411 0.65728
H -1.82377 1.05344 -0.83654
H 0.65470 -1.21777 2.77725
H -0.99905 -0.61062 2.54934
H 0.06898 0.16588 3.70549
```

List of Mulliken charges in e, atom by atom:
1. C -0.351
2. C 1.629
3. C -0.034
4. C -1.253
5. C -1.567
6. C -1.497
7. C -1.226
8. O -0.422
9. O -0.608
10. O -0.546
11. H 0.502
12. H 0.449
13. H 0.261
14. H 0.369
15. H 0.343
16. H 0.413
17. H 0.384
18. H 0.386
19. H 0.325
20. H 0.366
21. H 0.483
22. H 0.295
23. H 0.357
24. H 0.313
25. H 0.236
26. H 0.392


no.,DFT total energy (eV)
1,-26546.5587
2,-93926.1123
3,-11359.5225
4,-13656.2334